Record 1
97
Properties=species:S:1:pos:R:3 method="wB97M-V/def2-TZVPD" e_above_lowest_ev=0.0000 total_charge=+1 homo_lumo_gap_ev=9.05 mol_weight_g_mol=1019.44 e_homo_ev=-12.9
C -6.15855 0.93412 -4.58166
C -6.18963 0.80628 -3.05883
O -7.40810 1.33302 -2.54193
C -5.01567 1.54573 -2.38831
N -3.92083 0.68841 -1.87907
C -4.06757 -0.69518 -1.43324
C -4.24623 -0.81846 0.10869
C -5.52562 -1.54352 0.50034
Br -2.70201 -1.79388 0.83214
C -2.73111 1.23174 -1.71152
N -2.38361 2.50769 -2.03173
C -1.14251 2.65423 -1.64737
P -0.15552 4.20330 -1.75494
O 0.04042 4.69550 -0.40304
O -1.01103 5.11389 -2.70679
O 1.13720 3.88048 -2.61753
N -0.67349 1.51925 -1.10415
N 0.56764 1.32945 -0.54495
C 0.45520 0.91409 0.84301
O -0.09754 1.54149 1.66038
F 1.01411 -0.28287 1.00918
C 1.46539 0.52204 -1.34554
O 2.60897 0.74975 -1.43902
F 0.82960 -0.46321 -1.96544
N -1.68832 0.59539 -1.14633
H -7.16796 0.82891 -4.97506
H -5.75346 1.89605 -4.90278
H -5.54673 0.15082 -5.03619
H -6.23082 -0.24694 -2.79590
H -7.44267 2.28269 -2.70322
H -4.57831 2.25002 -3.09474
H -5.40346 2.13940 -1.55657
H -4.87156 -1.20913 -1.94688
H -3.16062 -1.23188 -1.71765
H -4.22663 0.17757 0.55057
H -6.37992 -0.86666 0.45599
H -5.68324 -2.42013 -0.13002
H -5.45829 -1.90722 1.52587
H -0.79353 5.00605 -3.64370
H 1.61006 3.07570 -2.37185
H -1.60759 -0.34147 -0.74425
C 3.88806 -2.07065 -2.68454
C 5.34379 -1.65767 -2.63349
O 6.20052 -2.70071 -3.13177
C 6.27042 -2.79966 -4.45273
O 5.70120 -2.11960 -5.25340
C 7.24881 -3.93043 -4.84134
F 7.01259 -5.03276 -4.12436
F 8.50442 -3.53594 -4.61010
F 7.12253 -4.22489 -6.12770
H 3.73730 -3.00411 -2.14067
H 3.26718 -1.29197 -2.24225
H 3.56188 -2.22839 -3.71234
H 5.66722 -1.49194 -1.60828
H 5.52445 -0.74199 -3.19627
C -0.68784 -7.07249 5.20932
C -0.96201 -5.70459 5.78944
O -0.30874 -4.66165 5.01954
C -0.90492 -4.29505 3.90713
O -1.92802 -4.70102 3.44041
C -0.09561 -3.16149 3.24090
F 1.20599 -3.43028 3.18146
F -0.25868 -2.01196 3.90707
F -0.53462 -2.96680 1.98613
H 0.38552 -7.24718 5.13547
H -1.12426 -7.83738 5.84981
H -1.11616 -7.17217 4.21279
H -0.54320 -5.61169 6.78787
H -2.02828 -5.49134 5.84746
C -2.43808 3.16784 2.99421
C -2.54581 1.86984 3.76193
O -3.52899 1.94939 4.81260
C -4.78337 1.80303 4.41965
O -5.16945 1.59856 3.30438
C -5.72918 1.88237 5.63862
F -5.42324 2.92008 6.41706
F -5.61555 0.76094 6.36117
F -6.98722 2.00362 5.23749
H -2.21057 3.99772 3.66298
H -1.65292 3.09626 2.24978
H -3.37321 3.40218 2.48481
H -1.60796 1.63712 4.26088
H -2.79424 1.03089 3.11026
C 5.54504 1.65860 -0.32332
C 6.09905 2.87297 -1.03606
O 7.31635 3.33422 -0.42435
C 8.40757 2.64614 -0.73875
O 8.47270 1.70145 -1.46652
C 9.63747 3.27196 -0.04437
F 9.38258 3.52365 1.24230
F 9.95130 4.42447 -0.64647
F 10.67557 2.45276 -0.12124
H 5.40293 1.87007 0.73758
H 4.59254 1.36676 -0.75608
H 6.23094 0.81540 -0.40151
H 5.41184 3.71400 -0.96632
H 6.27792 2.67098 -2.09219



Record 2
23
Properties=species:S:1:pos:R:3 method="wB97M-V/def2-TZVPD" e_above_lowest_ev=6.9231 total_charge=+2 homo_lumo_gap_ev="7.15 / 7.16" mol_weight_g_mol=165.20 e_homo_ev="-16.8 / -16.8"
C -2.36263 -0.77512 -0.30390
C 0.57321 1.26971 -0.16009
C 1.37505 -0.89642 -0.07954
C 3.84747 -0.06989 -0.12093
C 3.00523 0.95717 -0.07819
C -0.50855 -2.36276 0.06527
C -2.11480 0.69623 0.06154
N -1.71490 -1.82664 -0.44757
N 1.63978 0.47927 -0.00204
N -0.85941 1.28262 0.09797
N 0.45705 -1.39305 0.64091
N -3.15264 1.49316 0.16016
H -3.47205 -0.71612 -0.69253
H 0.95916 2.25777 -0.59585
H 4.87734 -0.00412 -0.21403
H 3.41471 -1.01376 -0.13147
H 3.08069 1.97508 -0.15438
H -1.00837 -3.12383 0.87258
H -0.16057 -2.84298 -0.85365
H -0.90319 2.30668 0.11385
H 0.08381 -1.15491 1.50456
H -3.06633 2.46604 -0.07355
H -3.99006 0.99589 0.39087



Record 3
50
Properties=species:S:1:pos:R:3 method="wB97M-V/def2-TZVPD" e_above_lowest_ev=0.0000 total_charge=0 smiles="CCCC[C@@H](Br)C(=O)Nc1ccc(S(=O)(=O)Nc2cc(C)nc(C)n2)cc1" homo_lumo_gap_ev=9.41 mol_weight_g_mol=455.38 e_homo_ev=-9.3
C 6.34345 2.51134 -0.80013
C 4.87004 2.24226 -1.08348
C 4.07422 1.84602 0.16160
C 4.58972 0.59832 0.88546
C 4.63289 -0.63231 -0.01713
Br 5.24365 -2.18744 1.02573
C 3.27837 -0.91448 -0.66025
O 3.08379 -0.64345 -1.82177
N 2.35832 -1.42522 0.19995
C 1.03486 -1.78266 -0.05305
C 0.32184 -2.38816 0.98523
C -0.99262 -2.76428 0.79652
C -1.59443 -2.53270 -0.42597
S -3.29263 -3.03155 -0.64744
O -3.45489 -4.39133 -0.23775
O -3.74443 -2.62943 -1.94306
N -4.07366 -2.14277 0.54714
C -4.33329 -0.79731 0.51924
C -3.78745 0.04005 -0.45175
C -4.10838 1.38680 -0.35458
C -3.60253 2.38384 -1.34583
N -4.88364 1.84594 0.62453
C -5.35644 0.97433 1.49996
C -6.25004 1.49348 2.57669
N -5.11095 -0.32925 1.49279
C -0.90071 -1.94043 -1.46223
C 0.41665 -1.55877 -1.28228
H 6.45059 3.24393 -0.00274
H 6.82826 2.90362 -1.69055
H 6.86877 1.60534 -0.50758
H 4.41828 3.15009 -1.48862
H 4.76946 1.46835 -1.84587
H 4.09635 2.67224 0.87609
H 3.03271 1.68846 -0.12915
H 5.59270 0.78405 1.27434
H 3.93824 0.39893 1.74135
H 5.36730 -0.50933 -0.81414
H 2.68324 -1.65664 1.13163
H 0.80580 -2.56862 1.93418
H -1.55567 -3.24535 1.57960
H -4.56526 -2.66639 1.25438
H -3.17827 -0.34756 -1.24763
H -3.86858 3.38576 -1.02294
H -4.05022 2.19200 -2.31946
H -2.52252 2.30309 -1.44946
H -7.27670 1.49945 2.21371
H -5.97112 2.51203 2.82875
H -6.19550 0.84872 3.44821
H -1.39959 -1.79164 -2.40693
H 0.97002 -1.10137 -2.08530



Record 4
66
Properties=species:S:1:pos:R:3 method="wB97M-V/def2-TZVPD" e_above_lowest_ev=0.0000 total_charge=0 smiles="O=C1O[C@H]([PH2]=S)[C@@H](CCCCCCCCCCCCn2cccc2)O1.CCO" homo_lumo_gap_ev=8.82 mol_weight_g_mol=431.58 e_homo_ev=-8.4
O -0.01277 3.99478 1.72528
C -0.66526 3.05941 1.40321
O -1.25398 2.92291 0.17192
C -2.32451 1.97930 0.31560
P -3.82564 3.01857 0.71578
S -4.24246 3.21784 2.60108
C -1.86418 1.11007 1.48712
C -1.40142 -0.31072 1.21496
C -0.40134 -0.61505 0.08687
C 0.78950 0.35275 -0.09847
C 0.72970 1.14649 -1.40939
C 1.63700 2.37718 -1.44991
C 3.12561 2.03464 -1.29854
C 3.68724 1.18937 -2.45991
C 4.37246 -0.12512 -2.02233
C 3.49631 -1.36694 -2.25418
C 3.62520 -2.44224 -1.16623
C 2.36571 -3.29692 -1.01247
C 2.06873 -4.21634 -2.21433
N 0.87636 -3.83757 -2.94599
C -0.38092 -4.29758 -2.68119
C -1.25335 -3.71039 -3.56313
C -0.48732 -2.86372 -4.39800
C 0.82030 -2.96733 -3.99377
O -0.90531 1.95551 2.13539
H -2.49027 1.46164 -0.62983
H -3.48583 4.22232 0.09309
H -4.87087 2.47903 -0.05200
H -2.70369 1.01253 2.18308
H -2.33057 -0.84882 0.99753
H -1.04170 -0.71983 2.16160
H 0.00948 -1.60167 0.31241
H -0.92180 -0.72721 -0.86816
H 0.91545 1.01748 0.75701
H 1.69445 -0.26229 -0.13907
H 1.01203 0.46910 -2.22070
H -0.30282 1.44193 -1.61565
H 1.48922 2.87376 -2.41349
H 1.35246 3.06430 -0.65023
H 3.29240 1.52665 -0.34623
H 3.67541 2.97660 -1.24344
H 4.41296 1.78908 -3.01425
H 2.89121 0.96834 -3.17679
H 4.60119 -0.05864 -0.95547
H 5.32422 -0.21871 -2.54706
H 3.77608 -1.82005 -3.21077
H 2.45112 -1.05740 -2.33970
H 3.81559 -1.96932 -0.19933
H 4.47887 -3.08571 -1.39957
H 1.51551 -2.61456 -0.92858
H 2.44540 -3.89398 -0.10366
H 2.90884 -4.21022 -2.91061
H 1.93332 -5.24331 -1.87757
H -0.57448 -5.00484 -1.89044
H -2.31563 -3.88470 -3.60942
H -0.85465 -2.25811 -5.21057
H 1.67590 -2.45527 -4.40227
C -5.35267 2.57945 7.30961
C -4.17424 1.64547 7.10685
O -4.23740 0.95776 5.86266
H -6.28956 2.02457 7.25275
H -5.29735 3.07561 8.27967
H -5.37176 3.34877 6.53417
H -4.16316 0.87087 7.87294
H -3.23300 2.20152 7.17910
H -4.23532 1.61897 5.16301



Record 5
18
Properties=species:S:1:pos:R:3 method="wB97M-V/def2-TZVPD" e_above_lowest_ev=0.0885 total_charge=0 smiles="CNC(=O)C(C)C" homo_lumo_gap_ev=10.54 mol_weight_g_mol=101.15 e_homo_ev=-9.6
C 0.04828 -2.76742 0.75588
N 0.46974 -1.51656 0.16372
C -0.23026 -0.36409 0.35531
O -1.18036 -0.29425 1.12051
C 0.21703 0.83896 -0.47249
C -1.00218 1.36317 -1.23601
C 0.79097 1.91685 0.44999
H 0.64645 -3.04294 1.63106
H 0.11029 -3.57033 0.01586
H -0.98883 -2.64530 1.07083
H 1.27027 -1.50743 -0.44591
H 0.99343 0.53129 -1.18861
H -1.82509 1.53879 -0.53582
H -1.34727 0.64320 -1.98604
H -0.76401 2.30257 -1.74531
H 1.03098 2.82059 -0.12074
H 0.05478 2.17288 1.21803
H 1.70578 1.58001 0.94972



Record 6
14
Properties=species:S:1:pos:R:3 method="wB97M-V/def2-TZVPD" e_above_lowest_ev=3.9552 total_charge=+1 smiles="C=[N+]1C(C)=C1C" homo_lumo_gap_ev=10.69 mol_weight_g_mol=82.13 e_homo_ev=-14.4
C 1.05944 -1.67573 0.90292
N 0.46299 -0.69215 0.32723
C 0.33331 0.49347 -0.42791
C 1.26473 1.30552 -1.10790
C -0.72776 0.12337 0.18650
C -2.14543 0.12702 0.47893
H 2.11106 -1.98755 0.57806
H 0.59141 -2.27842 1.59066
H 1.34637 0.74932 -2.08337
H 2.12646 1.30927 -0.54869
H 1.00531 2.31806 -1.32633
H -2.31342 -0.54982 1.18724
H -2.45447 -0.38700 -0.43811
H -2.65999 1.14465 0.68079